The following is a DFT calculation (ωB97M-V/def2-TZVPD) of C4H12N2O in the gas phase at a distorted geometry.

Computed properties:
**LUMO level**: 0.96 eV
**Energy above the lowest of the compared OMol25 structures with the same formula, charge and spin**: 314.3 kJ/mol
**Maximum force**: 3.85 eV/Å
**2S+1**: 1
**Structure (SMILES)**: NCCNCCO

Atoms and positions in Å:
N (0.338, 0.029, 2.675)
C (-0.829, -0.705, 2.149)
C (-1.277, 0.348, 0.986)
N (-0.472, 0.543, -0.234)
C (0.065, -0.654, -0.842)
C (0.921, -0.470, -2.208)
O (1.112, 0.955, -2.491)
H (1.632, 1.307, -1.729)
H (0.726, 0.802, 2.033)
H (1.107, -0.527, 2.934)
H (-1.563, -0.889, 2.980)
H (-0.533, -1.648, 1.718)
H (-2.160, -0.054, 0.576)
H (-1.512, 1.482, 1.270)
H (-1.020, 1.067, -0.961)
H (0.692, -1.174, -0.068)
H (-0.815, -1.443, -1.096)
H (0.290, -0.789, -3.016)
H (1.915, -0.890, -2.310)

The molecule's natural (NBO) atomic charges, reported in e, are given here: atom 1 (N): -0.867, atom 2 (C): -0.221, atom 3 (C): -0.220, atom 4 (N): -0.658, atom 5 (C): -0.240, atom 6 (C): -0.073, atom 7 (O): -0.729, atom 8 (H): 0.467, atom 9 (H): 0.370, atom 10 (H): 0.353, atom 11 (H): 0.201, atom 12 (H): 0.180, atom 13 (H): 0.166, atom 14 (H): 0.210, atom 15 (H): 0.378, atom 16 (H): 0.188, atom 17 (H): 0.140, atom 18 (H): 0.178, atom 19 (H): 0.180